No. 1
{"formula": "C45H36Cl3F6IN9OPSV", "method": "the ωB97M-V functional and the def2-TZVPD basis", "charge": 1, "e_homo_ev": [-9.879, -9.879], "spin_multiplicity": 3, "orbital_gap_ev": [5.41, 5.71], "e_lumo_ev": [-4.5, -4.2], "elements": ["V", "C", "C", "C", "C", "N", "C", "N", "C", "N", "C", "N", "C", "C", "C", "C", "C", "N", "C", "C", "C", "C", "C", "C", "H", "H", "H", "H", "H", "H", "H", "H", "H", "H", "H", "H", "F", "P", "F", "F", "F", "F", "F", "I", "C", "C", "C", "C", "N", "C", "H", "H", "H", "H", "Cl", "C", "C", "C", "C", "C", "C", "N", "C", "C", "N", "C", "O", "C", "C", "C", "Cl", "S", "C", "C", "C", "Cl", "C", "H", "H", "H", "H", "H", "H", "H", "H", "H", "H", "H", "H", "H", "N", "C", "C", "C", "C", "C", "C", "H", "H", "H", "H", "H", "H", "H"], "positions_angstrom": [[-0.733, -0.573, 2.165], [-0.309, 3.068, 5.170], [1.027, 3.533, 4.905], [1.822, 2.825, 4.062], [1.317, 1.586, 3.555], [0.004, 1.152, 3.700], [-0.695, 1.823, 4.688], [2.310, 0.818, 2.962], [2.220, -0.467, 2.782], [1.055, -1.194, 2.752], [1.270, -2.455, 3.231], [0.327, -3.326, 3.509], [-0.970, -3.012, 3.641], [-1.770, -4.180, 3.938], [-2.952, -3.919, 4.596], [-3.324, -2.581, 4.957], [-2.651, -1.548, 4.360], [-1.516, -1.762, 3.592], [2.688, -2.668, 3.314], [3.471, -3.765, 3.681], [4.876, -3.646, 3.731], [5.482, -2.431, 3.357], [4.702, -1.346, 2.953], [3.315, -1.437, 3.049], [-1.007, 3.655, 5.754], [1.368, 4.493, 5.267], [2.855, 2.962, 3.763], [-1.642, 1.416, 4.996], [-1.331, -5.174, 3.869], [-3.710, -4.695, 4.768], [-4.156, -2.380, 5.619], [-3.047, -0.543, 4.313], [2.989, -4.672, 4.079], [5.424, -4.514, 4.069], [6.548, -2.276, 3.402], [5.188, -0.457, 2.616], [2.894, -0.364, 0.103], [3.689, -0.223, -1.338], [3.738, -1.833, -1.355], [4.429, -0.180, -2.822], [2.144, -0.289, -2.070], [5.155, -0.107, -0.639], [3.546, 1.423, -1.287], [-6.310, -2.178, 1.026], [-5.027, -0.463, 1.030], [-5.321, 0.891, 0.784], [-4.404, 1.854, 1.141], [-3.166, 1.456, 1.642], [-2.779, 0.165, 1.703], [-3.731, -0.785, 1.451], [-6.191, 1.202, 0.251], [-4.596, 2.924, 1.004], [-2.446, 2.196, 1.919], [-3.388, -1.830, 1.579], [-3.898, 3.667, -5.919], [-2.904, 2.399, -5.381], [-1.708, 2.640, -4.692], [-0.932, 1.547, -4.246], [-1.322, 0.198, -4.435], [-0.496, -0.996, -3.979], [-1.287, -2.097, -3.193], [-0.863, -2.269, -1.753], [0.497, -2.527, -1.412], [0.550, -2.345, -0.089], [-0.702, -1.913, 0.418], [-1.526, -1.941, -0.618], [0.056, -1.783, -5.121], [1.392, -1.476, -5.552], [1.753, -0.014, -5.821], [1.434, 0.715, -6.919], [0.752, 0.141, -8.354], [2.064, 2.323, -6.773], [2.824, 1.964, -5.305], [2.608, 0.683, -4.908], [-2.510, -0.002, -5.174], [-3.045, -1.561, -5.687], [-3.281, 1.080, -5.700], [-1.401, 3.650, -4.396], [0.080, 1.751, -3.862], [0.354, -0.563, -3.417], [-1.150, -3.087, -3.661], [-2.323, -1.783, -3.226], [1.271, -2.832, -2.123], [1.441, -2.380, 0.563], [-2.547, -1.607, -0.608], [1.465, -2.003, -6.496], [2.066, -1.913, -4.836], [3.536, 2.655, -4.853], [3.024, 0.188, -4.013], [-4.201, 0.883, -6.247], [0.408, 0.817, 0.684], [0.254, 2.177, 0.291], [-0.818, 2.498, -0.559], [-1.253, 3.819, -0.657], [-0.580, 4.757, 0.095], [0.612, 4.472, 0.771], [1.097, 3.182, 0.814], [1.402, 0.713, 0.954], [0.324, 0.297, -0.170], [-1.437, 1.646, -0.948], [-2.021, 4.073, -1.366], [-0.966, 5.749, 0.062], [1.117, 5.283, 1.376], [2.108, 2.961, 1.156]]}

=====

No. 2
{"formula": "C45H36N4O2P2Pd", "method": "the ωB97M-V functional and the def2-TZVPD basis", "charge": -2, "e_homo_ev": -0.595, "spin_multiplicity": 1, "orbital_gap_ev": 4.61, "e_lumo_ev": 4.0, "elements": ["Pd", "O", "C", "C", "C", "C", "C", "C", "C", "O", "N", "N", "C", "C", "C", "C", "C", "C", "N", "H", "H", "H", "H", "H", "H", "H", "H", "H", "H", "C", "P", "C", "C", "C", "C", "C", "C", "C", "C", "C", "C", "C", "C", "P", "C", "C", "C", "C", "C", "C", "C", "C", "C", "C", "C", "C", "H", "H", "H", "H", "H", "H", "H", "H", "H", "H", "H", "H", "H", "H", "H", "H", "H", "H", "H", "H", "H", "H", "N", "C", "C", "C", "C", "C", "C", "C", "H", "H", "H", "H"], "positions_angstrom": [[1.120, 0.663, 1.200], [-2.371, -3.753, 3.117], [-1.537, -3.913, 4.153], [-1.490, -5.154, 4.796], [-0.620, -5.363, 5.850], [0.218, -4.339, 6.284], [0.163, -3.105, 5.654], [-0.709, -2.863, 4.597], [-0.786, -1.522, 3.923], [-1.543, -1.424, 2.905], [-0.075, -0.566, 4.489], [-0.006, 0.593, 3.770], [0.061, 1.653, 4.480], [0.219, 2.989, 3.892], [0.266, 4.103, 4.738], [0.408, 5.364, 4.193], [0.513, 5.489, 2.815], [0.470, 4.328, 2.055], [0.318, 3.115, 2.564], [-2.149, -2.807, 2.781], [-2.141, -5.938, 4.431], [-0.587, -6.333, 6.334], [0.909, -4.503, 7.102], [0.793, -2.286, 5.973], [-0.002, 1.592, 5.570], [0.193, 3.963, 5.810], [0.445, 6.239, 4.832], [0.633, 6.453, 2.339], [0.568, 4.368, 0.975], [0.295, 0.787, -3.244], [1.010, 0.681, -1.344], [-0.481, 1.330, -0.501], [-1.175, 0.632, 0.505], [-2.256, 1.228, 1.164], [-2.683, 2.494, 0.816], [-1.986, 3.205, -0.167], [-0.894, 2.645, -0.794], [0.973, -1.154, -1.218], [-0.171, -1.950, -1.243], [-0.078, -3.334, -1.195], [1.164, -3.950, -1.140], [2.313, -3.168, -1.124], [2.215, -1.786, -1.156], [-0.443, -0.611, -4.154], [-0.685, 0.171, -5.819], [-1.758, 0.994, -6.164], [-1.836, 1.579, -7.420], [-0.838, 1.360, -8.361], [0.237, 0.545, -8.034], [0.303, -0.047, -6.779], [-2.203, -0.643, -3.630], [-2.805, 0.326, -2.832], [-4.138, 0.209, -2.454], [-4.895, -0.870, -2.887], [-4.309, -1.839, -3.692], [-2.974, -1.729, -4.049], [1.222, 0.996, -3.787], [-0.315, 1.695, -3.307], [-0.902, -0.377, 0.820], [-2.727, 0.663, 1.959], [-3.528, 2.949, 1.319], [-2.294, 4.213, -0.427], [-0.347, 3.219, -1.535], [-1.149, -1.491, -1.281], [-0.982, -3.931, -1.189], [1.235, -5.030, -1.095], [3.289, -3.634, -1.064], [3.111, -1.178, -1.095], [-2.543, 1.177, -5.439], [-2.681, 2.213, -7.665], [-0.899, 1.819, -9.340], [1.021, 0.363, -8.758], [1.138, -0.694, -6.532], [-2.232, 1.168, -2.473], [-4.569, 0.961, -1.804], [-5.931, -0.966, -2.586], [-4.887, -2.693, -4.023], [-2.511, -2.505, -4.649], [8.580, 0.608, 2.081], [7.437, 0.594, 1.919], [6.020, 0.580, 1.720], [5.462, 1.084, 0.542], [4.089, 1.070, 0.361], [3.186, 0.568, 1.321], [3.796, 0.069, 2.496], [5.165, 0.066, 2.700], [6.117, 1.487, -0.225], [3.694, 1.461, -0.573], [3.166, -0.334, 3.284], [5.587, -0.331, 3.618]]}

=====

No. 3
{"formula": "C45H37AsF6N9O5PdS2", "method": "the ωB97M-V functional and the def2-TZVPD basis", "charge": 3, "e_homo_ev": [-14.870, -14.871], "spin_multiplicity": 5, "orbital_gap_ev": [7.48, 4.77], "e_lumo_ev": [-7.4, -10.1], "elements": ["Pd", "F", "C", "F", "F", "S", "O", "O", "N", "S", "O", "O", "C", "F", "F", "F", "C", "O", "C", "C", "C", "C", "C", "C", "C", "N", "C", "C", "N", "C", "C", "C", "C", "N", "C", "C", "N", "C", "C", "C", "C", "H", "H", "H", "H", "H", "H", "H", "H", "H", "H", "H", "H", "H", "H", "C", "C", "C", "C", "C", "C", "As", "C", "C", "C", "C", "C", "C", "C", "C", "C", "C", "C", "C", "H", "H", "H", "H", "H", "H", "H", "H", "H", "H", "H", "H", "H", "C", "C", "C", "C", "N", "C", "N", "N", "N", "H", "H", "H", "H", "H", "H", "H", "H", "H", "H"], "positions_angstrom": [[-0.244, 0.549, 1.761], [3.753, 3.741, 2.452], [3.539, 2.585, 3.059], [3.845, 2.655, 4.324], [4.249, 1.633, 2.450], [1.791, 2.075, 2.794], [1.680, 2.087, 1.314], [1.638, 0.723, 3.333], [0.904, 3.178, 3.459], [-0.653, 2.898, 3.215], [-1.035, 3.035, 1.821], [-1.070, 1.623, 3.802], [-1.493, 4.181, 4.232], [-1.100, 4.023, 5.485], [-2.782, 3.929, 4.114], [-1.201, 5.380, 3.792], [-1.489, -9.871, -6.982], [-2.520, -9.086, -6.306], [-2.218, -8.049, -5.608], [-3.329, -7.383, -4.996], [-3.124, -6.274, -4.252], [-1.802, -5.775, -4.057], [-0.699, -6.464, -4.655], [-0.894, -7.564, -5.421], [-1.529, -4.636, -3.247], [-0.314, -4.310, -2.795], [-0.495, -3.220, -2.027], [-1.835, -2.837, -2.011], [-2.478, -3.746, -2.785], [-2.309, -1.681, -1.301], [-3.607, -1.151, -1.356], [-3.905, -0.022, -0.639], [-2.908, 0.563, 0.141], [-1.678, 0.076, 0.184], [-1.362, -1.021, -0.519], [0.026, -1.458, -0.458], [0.845, -0.771, 0.358], [2.134, -1.058, 0.384], [2.684, -2.072, -0.402], [1.856, -2.812, -1.210], [0.489, -2.506, -1.243], [-2.020, -10.632, -7.534], [-0.835, -10.333, -6.248], [-0.922, -9.244, -7.664], [-4.319, -7.802, -5.138], [-3.975, -5.797, -3.779], [0.298, -6.079, -4.486], [-0.052, -8.062, -5.882], [-3.461, -3.763, -3.003], [-4.370, -1.620, -1.967], [-4.892, 0.419, -0.669], [-3.101, 1.444, 0.738], [2.750, -0.474, 1.056], [3.747, -2.267, -0.354], [2.231, -3.624, -1.822], [6.084, 3.609, -4.237], [5.240, 2.501, -4.175], [4.344, 2.375, -3.131], [4.265, 3.400, -2.187], [5.130, 4.495, -2.215], [6.021, 4.606, -3.268], [3.013, 3.236, -0.754], [2.337, 4.958, -0.308], [2.998, 6.018, 0.298], [2.318, 7.210, 0.479], [0.990, 7.311, 0.088], [0.333, 6.235, -0.502], [0.998, 5.039, -0.694], [0.426, 3.811, -1.316], [-0.892, 3.640, -1.708], [-1.295, 2.442, -2.286], [-0.391, 1.406, -2.481], [0.926, 1.555, -2.071], [1.320, 2.761, -1.512], [6.816, 3.680, -5.031], [5.296, 1.732, -4.935], [3.706, 1.505, -3.065], [5.093, 5.260, -1.454], [6.676, 5.466, -3.327], [4.021, 5.919, 0.639], [2.823, 8.058, 0.922], [0.455, 8.239, 0.246], [-0.693, 6.348, -0.830], [-1.609, 4.438, -1.569], [-2.326, 2.323, -2.599], [-0.711, 0.487, -2.960], [1.633, 0.742, -2.204], [-3.068, 0.569, 6.644], [-2.346, -0.658, 7.199], [-0.892, -0.344, 7.550], [-2.445, -1.860, 6.253], [-2.109, -1.521, 4.850], [-0.926, -1.439, 4.268], [-1.100, -1.098, 3.009], [-2.456, -0.938, 2.855], [-3.061, -1.203, 3.950], [-3.220, 1.302, 7.439], [-4.050, 0.312, 6.237], [-2.483, 1.045, 5.856], [-2.856, -0.973, 8.111], [-0.346, 0.050, 6.682], [-0.369, -1.231, 7.918], [-0.847, 0.415, 8.332], [-3.458, -2.252, 6.238], [-1.766, -2.650, 6.563], [0.017, -1.659, 4.746]]}

=====

| no. | E_tot (Ha) |
| --- | --- |
| 1 | -6265.530774 |
| 2 | -2916.493420 |
| 3 | -6364.302832 |